Entry 1:
{
  "formula": "C44H118N14O24PZn2",
  "method": "ωB97M-V/def2-TZVPD",
  "symbols": ["Zn", "Zn", "P", "O", "O", "O", "O", "C", "O", "N", "N", "H", "H", "H", "H", "C", "O", "N", "N", "H", "H", "H", "H", "C", "O", "N", "N", "H", "H", "H", "H", "C", "O", "N", "N", "H", "H", "H", "H", "C", "O", "C", "C", "N", "C", "C", "O", "C", "H", "H", "H", "H", "H", "H", "H", "H", "H", "H", "H", "H", "H", "H", "H", "C", "O", "C", "C", "N", "C", "C", "O", "C", "H", "H", "H", "H", "H", "H", "H", "H", "H", "H", "H", "H", "H", "H", "H", "C", "O", "C", "C", "N", "C", "C", "O", "C", "H", "H", "H", "H", "H", "H", "H", "H", "H", "H", "H", "H", "H", "H", "H", "C", "O", "C", "C", "N", "C", "C", "O", "C", "H", "H", "H", "H", "H", "H", "H", "H", "H", "H", "H", "H", "H", "H", "H", "C", "O", "C", "C", "N", "C", "C", "O", "C", "H", "H", "H", "H", "H", "H", "H", "H", "H", "H", "H", "H", "H", "H", "H", "C", "O", "C", "C", "N", "C", "C", "O", "C", "H", "H", "H", "H", "H", "H", "H", "H", "H", "H", "H", "H", "H", "H", "H", "C", "C", "O", "O", "H", "H", "H", "H", "H", "H", "C", "C", "O", "O", "H", "H", "H", "H", "H", "H"],
  "coordinates": [[0.88, 2.77, 0.55], [-0.27, -1.99, 1.75], [0.36, 0.42, 1.12], [1.46, 1.02, 0.15], [-0.23, 1.71, 1.64], [0.86, -0.56, 2.22], [-0.63, -0.62, 0.49], [-3.68, 1.22, 2.18], [-4.88, 1.04, 2.25], [-2.83, 1.95, 2.88], [-2.98, 0.91, 1.13], [-3.17, 2.43, 3.69], [-1.83, 1.82, 2.79], [-1.98, 0.86, 1.14], [-3.48, 0.46, 0.38], [1.37, -3.49, 4.03], [0.80, -3.32, 2.97], [2.30, -2.81, 4.47], [1.05, -4.47, 4.83], [2.54, -2.87, 5.45], [2.69, -1.99, 4.01], [1.70, -4.91, 5.47], [0.58, -5.11, 4.21], [1.20, -0.52, -2.92], [1.56, -1.01, -3.97], [2.02, 0.25, -2.23], [0.66, -1.13, -1.91], [2.92, 0.28, -2.69], [1.91, 0.35, -1.23], [0.29, -0.61, -1.13], [0.13, -1.92, -2.25], [-1.00, 5.05, 1.57], [0.00, 4.36, 1.33], [-2.25, 4.60, 1.60], [-1.00, 6.35, 1.56], [-3.00, 5.17, 1.96], [-2.32, 3.60, 1.52], [-0.23, 6.86, 1.15], [-1.83, 6.85, 1.84], [-3.38, 8.56, -7.80], [-2.56, 7.58, -7.24], [-2.62, 7.33, -5.85], [-3.93, 6.58, -5.54], [-5.09, 7.33, -5.09], [-5.01, 7.70, -3.64], [-4.82, 6.66, -2.51], [-3.52, 6.05, -2.65], [-2.93, 5.53, -1.45], [-3.34, 8.78, -8.87], [-3.19, 9.52, -7.33], [-4.43, 8.30, -7.74], [-2.69, 8.34, -5.46], [-1.68, 6.98, -5.42], [-3.65, 5.77, -4.86], [-4.30, 6.10, -6.44], [-5.87, 6.69, -5.11], [-5.88, 8.32, -3.43], [-4.18, 8.39, -3.53], [-5.54, 5.86, -2.64], [-4.86, 7.21, -1.57], [-1.87, 5.42, -1.68], [-3.28, 4.56, -1.08], [-3.16, 6.21, -0.64], [6.48, -8.89, -3.81], [5.24, -8.23, -4.11], [5.01, -7.94, -5.49], [3.48, -7.85, -5.76], [2.93, -6.57, -5.45], [3.01, -6.30, -4.03], [2.21, -5.02, -3.75], [0.87, -5.14, -4.12], [0.26, -3.89, -4.11], [7.37, -8.26, -3.85], [6.71, -9.66, -4.54], [6.43, -9.47, -2.88], [5.63, -8.66, -6.01], [5.43, -6.95, -5.65], [2.74, -8.53, -5.33], [3.34, -7.69, -6.83], [1.92, -6.61, -5.54], [3.99, -5.91, -3.77], [2.78, -7.10, -3.33], [2.62, -4.17, -4.28], [2.20, -4.78, -2.69], [0.56, -3.34, -3.22], [-0.79, -4.16, -4.06], [0.46, -3.28, -4.99], [2.00, -3.20, 0.05], [0.55, -3.16, 0.40], [-0.28, -4.14, -0.17], [-1.69, -3.69, 0.04], [-1.78, -3.44, 1.54], [-3.02, -2.69, 1.86], [-2.91, -1.97, 3.29], [-1.50, -1.55, 3.23], [-1.12, -1.46, 4.61], [2.34, -3.70, 0.96], [2.60, -2.30, 0.16], [2.50, -3.80, -0.71], [-0.05, -5.08, 0.32], [0.08, -4.18, -1.20], [-2.41, -4.38, -0.40], [-1.92, -2.79, -0.53], [-1.92, -4.32, 2.02], [-3.91, -3.31, 1.97], [-3.15, -2.04, 1.00], [-3.09, -2.75, 4.03], [-3.66, -1.18, 3.35], [-1.65, -0.63, 5.09], [-0.08, -1.12, 4.60], [-1.26, -2.36, 5.21], [4.92, 1.88, 8.47], [3.57, 1.78, 8.31], [3.21, 0.92, 7.33], [1.66, 1.02, 7.21], [1.21, 2.38, 7.09], [-0.15, 2.71, 6.53], [-0.97, 3.70, 7.36], [-1.73, 2.86, 8.25], [-1.61, 3.24, 9.62], [5.14, 2.66, 9.19], [5.48, 2.02, 7.55], [5.35, 1.04, 9.02], [3.53, -0.08, 7.61], [3.54, 1.07, 6.30], [1.28, 0.54, 8.11], [1.23, 0.42, 6.41], [1.60, 2.91, 7.85], [-0.80, 1.86, 6.30], [0.15, 3.01, 5.52], [-1.49, 4.32, 6.64], [-0.18, 4.28, 7.86], [-0.87, 2.56, 10.04], [-2.54, 3.08, 10.17], [-1.29, 4.27, 9.78], [-4.52, -6.93, -0.62], [-4.62, -5.51, -0.87], [-5.81, -4.91, -0.26], [-6.07, -3.62, -1.11], [-4.89, -2.75, -1.23], [-5.01, -1.55, -2.11], [-3.65, -1.09, -2.63], [-3.18, -2.10, -3.45], [-2.35, -1.71, -4.62], [-5.01, -7.55, -1.37], [-5.00, -7.37, 0.26], [-3.48, -7.24, -0.51], [-5.53, -4.76, 0.78], [-6.66, -5.58, -0.35], [-6.98, -3.15, -0.75], [-6.23, -3.91, -2.15], [-4.32, -3.31, -1.84], [-5.51, -0.73, -1.60], [-5.58, -1.77, -3.02], [-3.04, -1.09, -1.72], [-3.78, -0.04, -2.90], [-1.32, -1.43, -4.39], [-2.73, -0.81, -5.10], [-2.45, -2.62, -5.20], [2.08, 2.96, 3.44], [2.28, 3.18, 2.11], [3.51, 3.77, 1.70], [3.53, 3.67, 0.12], [2.21, 3.95, -0.43], [2.02, 3.55, -1.84], [0.58, 3.72, -2.21], [-0.11, 3.07, -1.20], [-1.23, 2.30, -1.59], [1.06, 2.63, 3.61], [2.13, 3.93, 3.94], [2.65, 2.17, 3.94], [4.35, 3.27, 2.18], [3.43, 4.78, 2.11], [3.81, 2.67, -0.22], [4.27, 4.39, -0.22], [1.94, 4.92, -0.35], [2.24, 2.48, -1.80], [2.68, 4.10, -2.51], [0.25, 3.42, -3.20], [0.53, 4.79, -2.01], [-1.88, 2.36, -0.72], [-1.02, 1.25, -1.83], [-1.81, 2.79, -2.37], [4.19, -0.80, 2.69], [4.55, 0.24, 1.60], [3.83, 0.06, 0.45], [3.24, -0.28, 3.56], [4.97, -0.96, 3.44], [3.84, -1.81, 2.49], [5.58, 0.15, 1.27], [4.57, 1.25, 2.02], [2.97, 0.45, 0.63], [2.36, -0.26, 3.17], [4.90, -1.55, -3.68], [4.76, -1.77, -5.14], [3.75, -0.97, -5.62], [3.97, -2.32, -2.91], [4.63, -0.52, -3.45], [5.95, -1.76, -3.49], [4.73, -2.86, -5.21], [5.71, -1.56, -5.62], [2.89, -1.12, -5.21], [3.13, -1.86, -2.95]],
  "homo_ev": -9.93,
  "total_energy_ev": -223656.0978,
  "multiplicity": 1,
  "charge": 1
}

=====

Entry 2:
{
  "formula": "C44H127N11O14",
  "method": "ωB97M-V/def2-TZVPD",
  "symbols": ["C", "C", "C", "O", "C", "N", "H", "H", "H", "H", "H", "H", "H", "H", "H", "H", "H", "C", "C", "C", "O", "C", "N", "H", "H", "H", "H", "H", "H", "H", "H", "H", "H", "H", "C", "C", "C", "O", "C", "N", "H", "H", "H", "H", "H", "H", "H", "H", "H", "H", "H", "C", "C", "C", "O", "C", "N", "H", "H", "H", "H", "H", "H", "H", "H", "H", "H", "H", "C", "C", "C", "O", "C", "N", "H", "H", "H", "H", "H", "H", "H", "H", "H", "H", "H", "C", "C", "C", "O", "C", "N", "H", "H", "H", "H", "H", "H", "H", "H", "H", "H", "H", "C", "C", "C", "O", "C", "N", "H", "H", "H", "H", "H", "H", "H", "H", "H", "H", "H", "C", "C", "C", "O", "C", "N", "H", "H", "H", "H", "H", "H", "H", "H", "H", "H", "H", "C", "C", "C", "O", "C", "N", "H", "H", "H", "H", "H", "H", "H", "H", "H", "H", "H", "C", "C", "C", "O", "C", "N", "H", "H", "H", "H", "H", "H", "H", "H", "H", "H", "H", "C", "C", "C", "O", "C", "N", "H", "H", "H", "H", "H", "H", "H", "H", "H", "H", "H", "O", "H", "H", "O", "H", "H", "O", "H", "H"],
  "coordinates": [[-5.80, -1.50, -6.58], [-6.09, -0.39, -5.57], [-4.94, 0.66, -5.46], [-3.64, 0.06, -5.38], [-2.62, 1.00, -5.02], [-7.33, 0.23, -5.90], [-6.08, -2.47, -6.17], [-4.78, -1.57, -6.96], [-6.46, -1.40, -7.45], [-6.30, -0.77, -4.57], [-5.16, 1.46, -4.76], [-4.89, 1.12, -6.45], [-2.63, 1.85, -5.70], [-1.68, 0.51, -5.28], [-2.71, 1.38, -4.01], [-7.52, 1.00, -5.27], [-8.16, -0.35, -5.87], [3.29, 2.98, 0.77], [1.92, 3.63, 0.96], [1.90, 5.14, 1.43], [0.59, 5.23, 1.92], [0.47, 5.16, 3.32], [1.29, 3.44, -0.28], [3.98, 3.76, 0.45], [3.40, 2.15, 0.06], [3.68, 2.51, 1.67], [1.37, 2.99, 1.65], [2.21, 5.81, 0.63], [2.73, 5.30, 2.13], [-0.60, 5.31, 3.50], [0.95, 5.90, 3.96], [0.75, 4.26, 3.87], [0.90, 2.52, -0.12], [0.57, 4.15, -0.25], [1.20, -3.36, 4.86], [0.95, -4.82, 4.50], [1.74, -5.17, 3.19], [1.28, -4.47, 2.04], [2.16, -4.77, 0.93], [1.32, -5.59, 5.73], [0.58, -3.02, 5.69], [1.02, -2.82, 3.94], [2.25, -3.20, 5.14], [-0.09, -5.02, 4.24], [1.62, -6.25, 3.10], [2.73, -4.78, 3.45], [2.28, -5.82, 0.67], [3.15, -4.60, 1.35], [1.98, -4.19, 0.02], [1.25, -6.51, 5.32], [0.64, -5.51, 6.47], [-2.63, 3.81, -1.00], [-2.59, 4.40, -2.49], [-3.93, 4.06, -3.23], [-3.91, 4.67, -4.52], [-5.22, 4.75, -5.20], [-2.69, 5.85, -2.52], [-2.46, 2.74, -0.90], [-3.66, 3.93, -0.67], [-1.80, 4.17, -0.39], [-1.66, 4.07, -2.95], [-4.79, 4.35, -2.62], [-4.08, 2.99, -3.39], [-5.73, 3.78, -5.23], [-5.17, 5.24, -6.17], [-5.88, 5.32, -4.54], [-3.46, 6.11, -1.93], [-3.01, 5.88, -3.48], [5.21, 6.98, 0.50], [4.82, 6.78, -1.03], [5.26, 5.44, -1.73], [4.42, 5.32, -2.88], [4.43, 4.12, -3.64], [3.41, 7.00, -1.12], [5.15, 8.00, 0.87], [6.21, 6.55, 0.57], [4.64, 6.37, 1.20], [5.18, 7.58, -1.67], [5.11, 4.55, -1.10], [6.29, 5.45, -2.07], [4.27, 4.29, -4.71], [3.82, 3.37, -3.15], [5.44, 3.71, -3.56], [3.24, 6.25, -1.77], [3.29, 7.85, -1.64], [0.35, -3.02, -1.61], [-0.49, -2.85, -2.88], [0.05, -1.65, -3.77], [0.35, -0.47, -3.02], [0.81, 0.65, -3.84], [-0.19, -4.06, -3.62], [0.31, -2.14, -0.96], [1.40, -3.24, -1.79], [-0.10, -3.85, -1.07], [-1.51, -2.67, -2.54], [-0.82, -1.57, -4.44], [0.87, -1.93, -4.42], [0.88, 1.46, -3.11], [0.12, 1.02, -4.60], [1.80, 0.34, -4.15], [0.82, -4.17, -3.69], [-0.56, -4.77, -3.00], [-0.68, 1.16, 7.90], [-0.62, 1.63, 6.40], [0.34, 0.80, 5.56], [0.36, 1.21, 4.10], [1.31, 0.52, 3.30], [-2.00, 1.60, 5.88], [-0.93, 2.07, 8.46], [0.24, 0.72, 8.29], [-1.36, 0.33, 8.04], [-0.34, 2.67, 6.23], [0.10, -0.24, 5.74], [1.34, 0.81, 5.99], [1.82, 1.09, 2.53], [0.68, -0.31, 2.98], [2.20, 0.17, 3.82], [-2.46, 0.71, 5.91], [-1.97, 1.91, 4.92], [4.95, -7.93, -3.52], [4.32, -6.64, -3.04], [4.08, -5.60, -4.20], [3.22, -4.56, -3.77], [3.86, -3.55, -2.97], [3.00, -7.04, -2.50], [4.33, -8.44, -4.26], [5.14, -8.75, -2.83], [5.87, -7.75, -4.07], [4.83, -6.10, -2.24], [3.57, -6.19, -4.95], [5.06, -5.18, -4.44], [3.89, -3.92, -1.94], [3.34, -2.59, -2.92], [4.95, -3.51, -2.99], [2.43, -6.23, -2.72], [2.62, -7.84, -2.98], [6.42, -0.35, -0.62], [6.61, -1.72, -0.02], [5.46, -2.11, 0.89], [5.41, -1.28, 2.09], [4.46, -1.55, 3.14], [6.60, -2.68, -1.12], [7.15, -0.05, -1.37], [6.48, 0.36, 0.20], [5.39, -0.13, -0.89], [7.50, -1.66, 0.60], [5.43, -3.16, 1.20], [4.55, -1.81, 0.37], [4.26, -2.62, 3.20], [3.47, -1.12, 2.97], [4.99, -1.35, 4.07], [6.21, -3.55, -0.80], [7.59, -2.67, -1.30], [-2.63, -1.41, 3.93], [-2.99, -2.55, 4.86], [-3.92, -2.01, 5.98], [-3.20, -1.03, 6.83], [-3.95, -0.75, 8.04], [-3.65, -3.57, 4.06], [-1.95, -1.89, 3.22], [-2.23, -0.51, 4.39], [-3.48, -1.09, 3.33], [-2.08, -2.97, 5.29], [-4.33, -2.85, 6.54], [-4.79, -1.45, 5.65], [-4.94, -0.49, 7.66], [-3.40, 0.06, 8.50], [-3.94, -1.69, 8.61], [-3.84, -4.45, 4.53], [-2.98, -3.95, 3.41], [-4.31, -2.26, -0.38], [-3.63, -0.95, -0.78], [-4.48, -0.06, -1.74], [-5.80, 0.23, -1.17], [-6.63, 0.91, -2.16], [-3.28, -0.09, 0.30], [-5.23, -2.03, 0.16], [-3.83, -2.82, 0.42], [-4.51, -3.02, -1.14], [-2.76, -1.41, -1.25], [-4.51, -0.67, -2.65], [-4.03, 0.91, -1.98], [-7.24, 0.26, -2.79], [-6.16, 1.60, -2.86], [-7.36, 1.60, -1.74], [-4.03, 0.58, 0.38], [-3.34, -0.65, 1.14], [-1.80, 2.26, 2.18], [-1.48, 1.55, 1.62], [-1.02, 2.55, 2.66], [0.31, 0.77, 0.04], [-0.63, 0.76, -0.14], [0.70, 0.50, -0.79], [-4.38, 3.38, 1.82], [-4.51, 4.02, 2.51], [-3.46, 3.11, 1.91]],
  "homo_ev": -8.43,
  "total_energy_ev": -92730.5783,
  "multiplicity": 1
}